[1]
Density functional theory data (the ωB97M-V functional and the def2-TZVPD basis) for a structure of composition C53H59BaClF3NO6S3Si4Te.

Properties
Net charge = -2
Relative energy (zero: lowest compared OMol25 entry of this formula, charge and spin) = 39.8 kcal per mole
M = 1371.98 g mol⁻¹
Total energy = -162369.851 eV
HOMO energy = -1.8 eV

Atoms and positions in Å:
Ba -0.8659 0.8964 1.7037
Te -1.7279 -2.7887 2.5985
Cl 1.9523 1.9335 2.9444
S -4.9417 1.3788 -1.4848
S 1.9401 0.4815 -0.0164
S 0.0018 3.3580 -2.1855
Si -0.5856 -6.2877 0.3230
Si -3.1860 -6.2321 2.8894
Si 0.4560 -5.8541 3.8008
Si -1.1886 -5.1597 2.2924
F -4.0822 1.3239 3.3975
F -2.5798 2.0115 4.8307
F -3.0593 -0.1071 4.6643
O 2.4886 2.1826 4.2440
O 1.3766 0.5881 2.8891
O 0.8782 2.5597 -3.0892
O 0.8892 2.8804 2.6329
O 0.7326 1.3740 0.1966
O 3.0100 2.0310 1.9602
N -2.5264 3.0664 1.2526
C 5.7745 3.9368 -4.5034
C 3.1012 2.6643 -1.4524
C 4.0298 3.0971 -2.4601
C 0.3601 6.4004 -4.8402
C 2.5393 5.5694 0.9383
C 4.9125 0.8378 -2.6459
C -2.8123 0.5304 -0.1563
C 5.8025 2.6421 -4.0793
C -4.5035 3.9163 0.2275
C -3.5451 2.8995 0.3869
C 4.8699 4.8486 -3.9144
C 0.5215 -1.6928 -0.4735
C -3.5202 -5.8649 4.7033
C -1.4923 5.5680 -2.9543
C -3.3202 -0.5323 -0.9870
C -2.4616 4.1758 1.9853
C -0.5152 -2.3736 -2.5375
C 0.2530 -1.4217 -3.2081
C 5.1826 4.8640 1.4808
C -2.7861 0.9902 3.8495
C 0.9497 -5.7972 -0.6620
C 3.1369 4.5076 0.2267
C 0.4728 5.2086 -0.2312
C -4.6090 -5.5295 1.8838
C 2.1716 -5.6915 3.0308
C 3.0599 1.3163 -1.1639
C -0.3596 -2.5069 -1.1648
C 1.2264 -0.7049 -1.1506
C 4.5848 5.9369 2.1762
C 3.9957 0.4194 -1.7391
C -3.6146 1.6289 -0.3332
C -4.4127 5.0663 0.9805
C 4.0321 4.4424 -2.9173
C 3.2933 6.2774 1.9059
C 0.4395 -4.8227 5.3647
C 1.1141 -0.5785 -2.5296
C -1.5324 -3.1958 -3.2781
C -1.7413 6.6901 -3.7307
C -0.2730 -8.1206 0.6820
C 0.6206 5.2777 -4.0695
C 1.1850 5.8975 0.6919
C -0.8237 7.1182 -4.6850
C -1.1315 8.3061 -5.5586
C 1.0751 4.1630 -0.9676
C -4.4205 -0.2307 -1.7318
C -3.3323 -8.1144 2.7172
C -2.0499 -6.2568 -0.8775
C -3.3728 5.2104 1.8930
C -0.3057 4.8727 -3.1232
C 2.3688 3.7746 -0.7438
C 4.9238 2.1886 -3.0637
C 0.3204 -7.6580 4.3642
C 4.4807 4.1711 0.5388
H 5.1469 6.4721 2.9313
H -0.6357 -7.8382 4.8641
H -0.9478 -3.2241 -0.6034
H 4.8388 5.8748 -4.2586
H 6.4407 4.2685 -5.2903
H -4.2989 -8.4497 3.1051
H -5.1556 5.8479 0.8672
H 1.6448 0.1928 -3.0649
H -4.5248 -6.1742 5.0065
H 0.3782 -8.3484 3.5192
H -2.2262 5.2311 -2.2308
H -0.3189 -8.7055 -0.2421
H 0.7234 6.6972 1.2592
H -5.3111 3.7808 -0.4798
H 0.5084 -3.7601 5.1224
H 0.7151 -8.2651 1.1275
H 1.0319 -4.7240 -0.8299
H -3.2771 6.0898 2.5148
H 0.9397 -6.2916 -1.6383
H -4.9753 -0.8743 -2.4008
H -0.2630 8.5962 -6.1500
H -0.5630 5.4568 -0.4195
H -3.4168 -4.7919 4.8830
H 0.1448 -1.3103 -4.2814
H -1.6253 4.2300 2.6761
H 6.2017 4.5774 1.7087
H -2.5052 -5.2636 -0.9246
H 1.2659 -5.0893 6.0308
H -0.5004 -4.9615 5.9059
H -4.5674 -4.4378 1.8940
H -1.1759 -3.4652 -4.2738
H -1.4428 9.1653 -4.9620
H -4.5479 -5.8495 0.8400
H 6.4913 1.9318 -4.5225
H 3.9690 -0.6205 -1.4350
H 1.8545 -6.1064 -0.1326
H -1.0047 -8.5319 1.3786
H 4.9463 3.3337 0.0382
H -2.7961 -6.3785 5.3437
H -2.6729 7.2303 -3.6011
H 0.6036 -1.8116 0.6051
H -1.7596 -6.5543 -1.8899
H 1.0842 6.7185 -5.5826
H 2.8136 7.0923 2.4358
H 3.3426 5.1470 -2.4713
H -2.8809 -1.5233 -1.0094
H 5.6237 0.1425 -3.0757
H 2.3384 -4.6709 2.6760
H 2.9604 -5.9376 3.7478
H 1.1228 -7.9089 5.0645
H -2.5460 -8.6336 3.2729
H -3.2598 -8.4327 1.6738
H -5.5778 -5.8464 2.2818
H 2.2769 -6.3573 2.1695
H -1.7751 -4.1065 -2.7320
H -1.9462 8.0763 -6.2488
H 1.5261 4.6973 -4.2028
H -2.8267 -6.9447 -0.5316
H -2.4537 -2.6190 -3.3963

Atomic forces in eV per Å
-3.60 -1.20 2.55
0.14 -0.12 -0.21
0.30 0.08 0.42
0.01 0.04 0.05
-0.09 0.46 -1.15
0.41 0.01 -0.16
-0.11 -0.08 -0.28
-0.24 0.01 0.09
0.15 -0.05 0.18
0.11 -0.14 0.07
0.04 0.05 0.00
-0.01 0.01 -0.08
0.01 0.00 0.05
-0.13 0.04 -0.06
1.09 0.26 0.49
-0.10 -0.05 0.15
0.45 -0.05 0.17
3.08 0.71 -2.33
-0.19 0.05 0.05
-0.18 0.28 -0.20
-0.03 0.11 0.02
-0.09 -0.19 -0.09
-0.13 0.09 -0.13
-0.01 -0.01 0.03
0.04 0.05 0.02
0.05 -0.03 -0.05
-0.46 -0.06 -0.73
-0.01 -0.07 0.02
0.05 -0.03 -0.06
0.06 -0.01 0.04
0.09 -0.04 -0.06
-0.01 0.04 -0.02
0.12 0.09 0.13
-0.03 0.00 -0.01
-0.03 0.15 -0.01
0.12 -0.10 -0.08
0.03 -0.01 -0.07
-0.01 -0.05 0.00
0.00 0.06 -0.01
-0.36 0.15 0.50
0.13 0.22 0.11
0.00 -0.13 0.13
-0.06 -0.06 -0.08
-0.02 0.12 -0.13
0.05 0.05 -0.15
0.09 0.26 0.13
0.01 -0.03 0.01
0.07 -0.30 0.08
0.04 -0.06 -0.05
0.00 0.00 0.15
-0.07 0.01 -0.02
0.02 0.02 0.00
0.03 -0.04 0.08
-0.04 0.02 0.00
-0.10 0.14 0.07
-0.06 0.10 0.07
0.03 0.02 0.02
-0.01 0.01 0.02
-0.01 -0.08 0.21
0.03 -0.03 0.00
0.02 0.07 0.07
0.00 0.00 -0.04
0.00 -0.01 0.03
0.08 -0.16 -0.03
-0.03 -0.05 -0.04
0.21 -0.12 -0.07
-0.10 0.09 0.01
-0.06 0.06 -0.04
-0.17 -0.01 0.03
-0.16 -0.36 0.24
0.05 0.07 -0.04
-0.15 -0.12 -0.10
-0.03 0.02 -0.09
0.00 0.00 -0.01
0.03 0.01 0.03
-0.01 0.01 0.03
0.01 0.01 0.00
0.00 0.00 0.00
-0.01 0.03 0.01
-0.01 0.00 0.00
0.00 0.11 -0.01
0.00 -0.02 -0.04
0.02 -0.01 0.01
-0.01 -0.04 0.01
0.03 0.03 -0.03
0.00 -0.02 0.00
-0.02 0.01 0.04
-0.01 -0.01 0.00
0.01 0.00 -0.03
-0.03 0.04 -0.04
0.00 -0.01 0.02
-0.02 -0.04 0.02
0.03 -0.01 -0.01
0.00 0.01 0.01
-0.06 -0.01 0.07
-0.02 -0.01 0.00
-0.01 0.00 0.00
-0.02 -0.01 0.03
-0.02 -0.01 0.01
0.01 -0.03 0.00
0.01 -0.03 -0.02
0.01 0.01 0.00
-0.01 -0.01 0.02
0.00 -0.01 0.00
0.01 0.00 0.00
-0.02 -0.01 0.01
-0.02 -0.01 0.00
-0.02 -0.02 -0.02
-0.01 -0.02 -0.01
-0.01 -0.02 -0.03
0.00 -0.01 0.02
-0.02 -0.01 0.00
0.01 0.00 -0.01
-0.02 -0.01 0.00
0.02 -0.02 0.01
-0.01 0.00 0.00
-0.01 -0.03 0.02
0.02 0.00 -0.02
-0.02 -0.01 0.03
-0.01 -0.01 0.00
0.00 -0.01 0.02
-0.02 0.00 0.02
0.01 0.03 0.01
-0.03 0.00 0.01
-0.04 0.00 0.01
0.02 -0.03 0.03
0.02 -0.01 0.02
0.01 0.01 -0.04
0.01 0.01 -0.01
-0.03 -0.01 -0.02
0.00 0.00 0.00
-0.01 -0.01 0.01

---

[2]
Density functional theory data (the ωB97M-V functional and the def2-TZVPD basis) for a cluster of 2 separate species, C2H7NO2 in total.

Properties
Relative energy (zero: lowest compared OMol25 entry of this formula, charge and spin) = 11.9 kcal per mole
M = 77.08 g mol⁻¹
SMILES = CC(N)=O.O
Total energy = -7773.011 eV
HOMO energy = -9.9 eV

Atoms and positions in Å:
O 1.6627 2.4099 -0.5711
O -6.0639 -3.7487 -1.8787
N 0.9174 1.5552 1.3574
C 2.8521 0.5166 0.3030
C 1.7298 1.5327 0.2596
H -5.2126 -3.4837 -2.2413
H 3.1245 0.2945 -0.7282
H -6.5091 -2.9126 -1.7120
H 2.5792 -0.3942 0.8415
H 0.3713 2.3970 1.4443
H 0.8663 0.8611 2.0806
H 3.6821 0.9723 0.8450

Atomic forces in eV per Å
-0.08 -0.06 -0.45
0.08 0.12 -0.03
-0.34 0.28 -0.14
-0.47 -0.21 -0.27
0.65 0.20 1.06
0.02 -0.10 -0.01
0.22 -0.08 0.19
-0.10 -0.02 0.04
-0.03 0.03 -0.14
-0.22 -0.19 0.09
0.23 -0.03 -0.14
0.04 0.04 -0.20

---

[3]
Density functional theory data (the ωB97M-V functional and the def2-TZVPD basis) for a structure of composition C17H14BrNO3SSn.

Properties
Relative energy (zero: lowest compared OMol25 entry of this formula, charge and spin) = 26.7 kcal per mole
M = 510.98 g mol⁻¹
Total energy = -112193.591 eV
HOMO energy (spin up / spin down) = -8.0 / -7.9 eV

Atoms and positions in Å:
Sn -0.0233 -0.1784 -0.7902
Br 2.0176 1.2712 -1.1316
S -2.8043 -0.0392 0.7199
O -3.0341 1.2062 -0.0350
O -3.1375 -1.2930 0.1395
O 0.5112 0.1249 2.6453
N -1.1295 -0.0209 1.0754
C -0.5429 -2.6663 -1.0136
C 3.9329 2.8712 -3.3885
C 4.6549 1.7023 -3.7844
C -3.1257 0.2283 5.2746
C -1.9021 0.2369 4.5948
C -4.3215 0.1371 4.5463
C -1.9066 0.1642 3.2007
C 1.7170 -2.1984 -0.6040
C 2.7959 2.9992 -4.2469
C -4.3041 0.0560 3.1332
C 1.0254 -2.1623 0.6606
C -0.3628 -2.4858 0.4105
C 2.8162 1.9119 -5.1739
C 3.9661 1.1089 -4.8875
C -0.6825 0.0951 2.3770
C -3.0889 0.0740 2.4739
C 0.7544 -2.4896 -1.6405
H 0.9443 -2.5337 -2.7146
H -5.2289 -0.0179 2.5804
H -3.1414 0.2881 6.3675
H 1.4634 -1.9514 1.6371
H 4.2099 3.5553 -2.5798
H 2.0899 1.7343 -5.9748
H -5.2664 0.1262 5.0945
H -1.4883 -2.8914 -1.5162
H -0.9572 0.2995 5.1165
H 2.0532 3.8035 -4.2102
H 5.5845 1.3386 -3.3320
H -1.1453 -2.5951 1.1542
H 2.7810 -2.0176 -0.7482
H 4.2753 0.2081 -5.4297

Atomic forces in eV per Å
0.10 -0.83 0.09
0.11 0.28 0.18
3.13 3.04 0.67
-0.42 -2.10 1.23
-0.82 -0.48 -0.13
-1.30 0.03 0.60
-0.33 0.62 -1.32
0.08 0.34 1.52
1.79 -1.63 0.05
-0.32 0.61 0.17
-0.07 -0.01 -0.40
-0.64 0.01 -0.41
0.36 -0.01 -0.27
0.26 -0.13 1.34
-1.17 -0.05 -0.38
-1.19 -1.69 -2.58
-0.10 0.08 0.81
-0.99 -0.68 -1.01
1.20 -0.84 -1.09
-1.03 2.39 1.17
0.90 0.40 1.06
0.47 0.10 -2.00
-1.12 0.06 0.70
0.90 0.54 0.74
0.01 -0.06 0.46
-0.08 0.00 0.00
-0.06 -0.03 -0.46
-0.16 -0.07 -0.47
-0.13 -0.36 -0.39
0.37 0.11 0.47
0.25 0.00 -0.34
0.50 0.06 0.26
0.02 -0.02 -0.02
0.36 -0.47 -0.03
-0.56 0.19 -0.24
0.26 0.13 -0.28
-0.42 0.05 -0.02
-0.16 0.45 0.30

---

[4]
Density functional theory data (the ωB97M-V functional and the def2-TZVPD basis) for an isolated molecule of C7H10O.

Properties
Relative energy (zero: lowest compared OMol25 entry of this formula, charge and spin) = 146.0 kcal per mole
M = 110.16 g mol⁻¹
SMILES = C=CC(O)(C=C)C=C
Total energy = -9462.231 eV
HOMO energy = -9.0 eV

Atoms and positions in Å:
O 0.1640 -0.2460 1.3426
C -0.1233 -0.0213 -0.0755
C -2.5531 -0.3041 0.3612
C 0.3870 1.2892 -0.6107
C 0.7060 -0.9649 -0.8185
C 1.4510 -1.8366 -0.0249
C 1.0839 2.1784 0.2786
C -1.5170 -0.0095 -0.5440
H 1.0861 1.8156 1.2762
H 2.2121 -2.5403 -0.4996
H 1.4750 3.2591 0.2971
H 1.6968 -1.9064 1.0242
H 0.2167 1.3176 -1.8395
H -3.5234 -0.1296 -0.0533
H 1.1451 -0.5620 1.5780
H -2.2130 0.3293 -1.3765
H 0.8148 -0.9026 -1.7751
H -2.5087 -0.7661 1.4595

Atomic forces in eV per Å
0.10 0.39 0.22
2.53 0.81 0.07
2.58 -0.82 0.51
2.80 4.17 0.23
2.18 -4.05 8.48
1.44 -0.28 -4.02
-2.11 -0.92 -2.80
-6.69 -1.35 4.22
-0.05 -0.44 0.75
-1.24 0.98 -0.01
-0.66 -1.89 -1.27
-0.94 0.07 0.10
0.60 0.63 3.55
-0.70 -0.18 0.23
-3.49 1.50 -1.72
2.96 0.10 -0.13
0.41 -0.05 -5.77
0.29 1.33 -2.63

---

[5]
Density functional theory data (the ωB97M-V functional and the def2-TZVPD basis) for an isolated molecule of C5H8O.

Properties
Relative energy (zero: lowest compared OMol25 entry of this formula, charge and spin) = 101.6 kcal per mole
M = 84.12 g mol⁻¹
Total energy = -7357.851 eV
HOMO energy = -8.0 eV

Atoms and positions in Å:
O 0.5703 0.7276 0.9560
C 1.3146 -0.2126 0.1344
C 0.0056 1.8319 -0.1831
C -0.8335 0.7972 0.4570
C 0.2848 -1.1413 -0.5026
C -1.0931 -0.5007 -0.2722
H -1.7219 -1.1722 0.3183
H 0.3261 -2.1151 -0.0171
H -0.0492 2.7247 0.4584
H 0.4609 -1.2710 -1.5701
H 1.9879 -0.7207 0.8198
H -1.5480 1.0199 1.2561
H -1.5818 -0.3019 -1.2262
H 1.8774 0.3342 -0.6287

Atomic forces in eV per Å
0.13 0.31 -0.21
0.14 -0.28 -0.17
-0.41 0.23 0.09
0.01 -0.06 -0.17
0.04 -0.14 -0.05
-0.09 0.00 -0.03
-0.05 0.17 -0.06
-0.02 -0.08 -0.13
-0.08 -0.06 -0.06
0.18 -0.04 0.13
0.02 -0.08 0.06
0.37 -0.04 0.07
-0.09 0.05 0.10
-0.17 0.01 0.43

---

[6]
Density functional theory data (the ωB97M-V functional and the def2-TZVPD basis) for the ion C36H36FN2O with charge -1.

Properties
Net charge = -1
M = 531.69 g mol⁻¹
SMILES = CC(C)(C)c1cc([C@H](c2cccc(F)c2)[C@H](C#N)N=C(c2ccccc2)c2ccccc2)cc(C(C)(C)C)c1[O-]
Total energy = -45661.865 eV
HOMO energy = -3.1 eV

Atoms and positions in Å:
F -2.1893 0.0436 8.0837
O 3.7797 5.4652 7.4287
N -2.8242 1.6925 2.8279
N 0.4125 2.1678 3.2678
C 1.1934 3.9940 -1.4692
C 0.6507 3.8075 6.9098
C 0.4959 3.9486 5.5243
C 1.1313 -0.6967 2.8687
C 2.7652 5.0075 6.8434
C -3.8385 1.5232 7.1933
C 1.9440 -1.7967 3.1592
C -0.1686 3.3068 0.4240
C 1.7342 4.2927 7.5939
C -3.1353 3.2902 5.7054
C -0.8076 3.5984 4.8649
C 0.0558 4.1628 -0.6652
C -1.8221 2.8083 5.7151
C 2.0454 2.9026 -1.2525
C 3.3296 -1.7227 2.9544
C 2.0181 5.4896 9.8066
C 0.7005 3.4058 9.7598
C 1.7035 0.4596 2.3167
C 1.8003 2.0532 -0.1732
C -2.5167 1.0866 7.2365
C 1.5023 4.6004 4.7820
C 0.8672 1.7098 2.1388
C -1.8979 2.3595 3.0715
C 0.8064 2.3478 0.7837
C 2.5792 5.2012 5.4008
C 3.2691 6.2833 3.2017
C 3.1632 3.3388 9.4242
C 3.6311 6.0707 4.6680
C -4.1416 2.6541 6.4266
C 3.8996 -0.5637 2.4199
C 3.0846 0.5270 2.1074
C 1.8856 4.1262 9.1175
C 4.9954 5.3783 4.7657
C -1.4944 1.6907 6.4863
C 3.7571 7.4525 5.3284
C -0.6937 3.0948 3.4795
H 2.8880 6.0195 9.4097
H 2.8963 2.7035 -1.9111
H 1.4204 4.6281 3.6935
H 0.5422 2.4066 9.3384
H -0.2226 3.9900 9.6619
H 0.0535 -0.7326 3.0417
H -0.4761 1.2851 6.5170
H 3.2640 3.2129 10.5098
H -3.3711 4.1671 5.0964
H 4.0767 7.3396 6.3668
H 4.5024 8.0518 4.7927
H -1.1138 3.3529 0.9666
H 3.5105 1.4381 1.6838
H 2.1500 5.3285 10.8843
H -1.3257 4.5645 4.7184
H 2.4069 1.1575 -0.0619
H -5.1628 3.0435 6.3757
H 1.5030 -2.7131 3.5538
H -0.5377 4.0049 2.8679
H -4.6059 1.0048 7.7670
H 1.1209 6.0952 9.6386
H 2.3148 6.8168 3.1137
H 3.1273 2.3545 8.9451
H 4.9301 4.3607 4.3667
H 4.0232 3.8938 9.0388
H 3.9740 -2.5622 3.2284
H -0.6559 4.9656 -0.8902
H 2.7964 7.9776 5.3119
H 1.4014 4.6849 -2.2913
H 5.2866 5.3222 5.8178
H 4.9740 -0.4880 2.2470
H -0.1076 3.2809 7.4759
H 5.7552 5.9392 4.2109
H 4.0416 6.8936 2.7144
H 0.9031 3.2850 10.8324
H 3.2045 5.3323 2.6614

Atomic forces in eV per Å
-0.32 0.71 -0.82
0.63 0.23 0.37
1.72 1.31 0.20
0.00 -1.88 -1.00
0.03 -0.07 0.12
-0.22 -0.01 -0.32
0.50 -0.30 0.06
0.28 0.02 -0.34
-0.64 -0.08 -0.06
0.18 0.06 0.11
0.21 0.24 -0.11
0.39 0.22 -0.12
0.68 0.50 -0.24
-0.13 -0.23 0.21
-1.11 0.73 2.10
0.16 -0.37 -0.07
0.31 0.32 0.02
-0.56 0.05 0.13
-0.10 0.13 -0.04
0.05 0.16 -0.07
-0.04 -0.05 0.07
0.30 0.44 0.39
0.15 0.27 0.09
0.37 0.12 -0.08
-0.35 -0.01 0.31
-0.52 0.43 1.37
-1.90 -1.12 -0.60
-0.57 -0.05 -0.56
0.31 0.08 0.67
0.02 0.02 -0.10
0.12 -0.06 -0.07
-0.19 -0.44 0.29
0.20 -0.16 -0.12
-0.28 0.08 0.03
0.01 -0.42 -0.02
0.13 0.10 -0.34
0.09 -0.12 0.05
-0.56 -0.55 0.23
-0.09 0.01 0.18
1.33 0.01 -2.51
-0.17 -0.05 0.06
-0.41 0.09 0.17
-0.08 0.23 0.20
-0.03 0.10 0.03
0.06 -0.14 -0.06
0.34 0.05 0.02
-0.46 0.26 0.00
0.05 -0.08 -0.08
0.06 -0.26 0.25
-0.11 0.02 -0.17
-0.07 0.01 -0.05
0.47 0.23 -0.10
0.01 -0.28 0.36
-0.06 0.12 -0.05
-0.06 -0.23 0.10
-0.06 0.39 0.07
0.34 -0.25 0.11
0.11 0.29 -0.04
-0.34 -0.40 -0.18
0.25 0.12 -0.08
0.06 -0.02 0.07
0.07 -0.13 -0.07
0.04 0.03 0.10
0.08 0.07 -0.05
-0.11 -0.17 0.05
-0.27 0.22 -0.14
0.25 -0.42 0.09
0.06 0.02 -0.05
-0.14 -0.21 0.30
-0.03 -0.06 -0.19
-0.27 -0.10 0.14
-0.01 0.25 -0.10
0.01 -0.02 -0.06
-0.10 -0.09 0.08
-0.05 0.01 -0.15
-0.05 0.09 -0.01